(1)
{
  "formula": "C3H4N2OS",
  "method": "ωB97M-V with the def2-TZVPD basis set",
  "spin_multiplicity": 1,
  "gap_ev": [8.96, 8.96],
  "mol_weight_g_mol": 116.14,
  "species": ["C", "C", "N", "O", "H", "H", "H", "N", "C", "S", "H"],
  "xyz": [[1.418, -0.906, -0.066], [0.529, 0.238, -0.096], [0.451, 1.406, -0.153], [-0.097, 2.471, -0.150], [1.314, -1.493, -0.978], [1.165, -1.544, 0.779], [2.450, -0.570, 0.032], [-2.197, 0.756, 0.325], [-1.600, -0.265, 0.101], [-1.519, -1.816, -0.139], [-1.914, 1.724, 0.345]]
}



(2)
{
  "formula": "C3H4N2OS",
  "method": "ωB97M-V with the def2-TZVPD basis set",
  "spin_multiplicity": 1,
  "gap_ev": 8.67,
  "mol_weight_g_mol": 116.14,
  "species": ["O", "C", "N", "C", "C", "S", "N", "H", "H", "H", "H"],
  "xyz": [[2.520, -1.044, -0.009], [1.422, -0.513, -0.081], [1.102, 0.832, -0.072], [-0.258, 1.031, -0.078], [-0.832, -0.171, -0.108], [-2.486, -0.596, -0.117], [0.205, -1.148, -0.093], [1.860, 1.477, -0.285], [-0.687, 2.026, -0.030], [-2.917, 0.247, 0.875], [0.071, -2.142, -0.002]]
}



Taking the most stable structure as the zero point, the relative energies in kJ/mol are (1) 393.8; (2) 0.0.



(1)
{
  "formula": "C3H4N2OS",
  "method": "ωB97M-V with the def2-TZVPD basis set",
  "spin_multiplicity": 1,
  "gap_ev": 8.00,
  "mol_weight_g_mol": 116.14,
  "species": ["H", "N", "C", "N", "C", "O", "C", "S", "H", "H", "H"],
  "xyz": [[2.533, -1.989, 0.198], [2.979, -1.061, 0.023], [2.132, -0.126, -0.048], [0.789, -0.270, -0.111], [-0.016, 0.858, 0.004], [0.388, 1.980, 0.127], [-1.536, 0.595, -0.141], [-2.265, -0.861, 0.035], [2.498, 0.866, -0.238], [0.419, -1.083, 0.313], [-2.169, 1.488, -0.129]]
}



(2)
{
  "formula": "C3H4N2OS",
  "method": "ωB97M-V with the def2-TZVPD basis set",
  "spin_multiplicity": 1,
  "gap_ev": 7.24,
  "mol_weight_g_mol": 116.14,
  "species": ["O", "C", "C", "N", "C", "S", "N", "H", "H", "H", "H"],
  "xyz": [[-1.692, -0.041, 1.447], [-0.777, 0.094, 0.480], [-0.708, -0.011, -0.884], [0.611, 0.001, -1.218], [1.402, 0.080, -0.114], [3.038, 0.329, -0.144], [0.513, 0.061, 0.945], [-2.641, -0.685, 1.266], [-1.461, 0.086, -1.638], [0.990, 0.307, -2.112], [0.727, -0.221, 1.972]]
}



(3)
{
  "formula": "C3H4N2OS",
  "method": "ωB97M-V with the def2-TZVPD basis set",
  "spin_multiplicity": 1,
  "gap_ev": 10.04,
  "mol_weight_g_mol": 116.14,
  "species": ["C", "C", "C", "N", "N", "O", "S", "H", "H", "H", "H"],
  "xyz": [[-0.684, 0.907, 1.239], [0.278, 0.902, 0.294], [-0.724, -0.154, 2.210], [-0.817, -1.165, 2.744], [-0.165, -1.172, -1.931], [1.244, -0.123, 0.261], [1.259, -0.852, -1.357], [-1.519, 1.652, 1.204], [0.203, 1.675, -0.488], [1.368, 0.431, -2.013], [-0.444, -2.100, -2.164]]
}



(4)
{
  "formula": "C3H4N2OS",
  "method": "ωB97M-V with the def2-TZVPD basis set",
  "spin_multiplicity": 1,
  "gap_ev": 7.63,
  "mol_weight_g_mol": 116.14,
  "species": ["N", "C", "N", "C", "S", "C", "O", "H", "H", "H", "H"],
  "xyz": [[-1.899, 0.155, -0.113], [-0.561, 0.335, -0.075], [0.084, 1.507, -0.145], [1.342, 1.489, -0.084], [2.003, -0.092, -0.062], [0.484, -0.782, -0.012], [0.202, -2.114, 0.034], [-2.698, 0.749, 0.352], [-2.020, -0.902, -0.056], [2.026, 2.262, 0.169], [1.036, -2.605, -0.010]]
}



Taking the most stable structure as the zero point, the relative energies in kJ/mol are (1) 0.0; (2) 8.5; (3) 260.4; (4) 54.8.



(1)
{
  "formula": "C3H4N2OS",
  "method": "ωB97M-V with the def2-TZVPD basis set",
  "spin_multiplicity": 1,
  "gap_ev": 9.47,
  "mol_weight_g_mol": 116.14,
  "species": ["C", "C", "C", "N", "S", "N", "O", "H", "H", "H", "H"],
  "xyz": [[-2.407, -0.997, -0.024], [-1.128, -0.847, 0.156], [0.247, -0.331, 0.128], [1.218, -1.158, -0.094], [2.778, -0.058, 0.054], [0.376, 1.056, 0.436], [-0.639, 1.673, -0.286], [-3.628, -1.043, -0.025], [3.673, -1.123, -0.355], [0.939, 1.124, -0.572], [-1.430, 1.704, 0.583]]
}



(2)
{
  "formula": "C3H4N2OS",
  "method": "ωB97M-V with the def2-TZVPD basis set",
  "spin_multiplicity": 1,
  "gap_ev": 9.24,
  "mol_weight_g_mol": 116.14,
  "species": ["O", "N", "C", "N", "C", "S", "C", "H", "H", "H", "H"],
  "xyz": [[0.766, -1.912, 1.957], [0.267, -1.094, 0.931], [-0.939, -1.284, 0.326], [-1.200, -0.311, -0.505], [-0.108, 0.499, -0.440], [0.095, 1.952, -1.438], [0.789, 0.052, 0.499], [1.299, -2.545, 1.522], [-1.576, -2.127, 0.552], [-0.989, 2.547, -0.898], [1.703, 0.421, 0.873]]
}



(3)
{
  "formula": "C3H4N2OS",
  "method": "ωB97M-V with the def2-TZVPD basis set",
  "spin_multiplicity": 1,
  "gap_ev": 7.67,
  "mol_weight_g_mol": 116.14,
  "species": ["O", "C", "N", "C", "S", "H", "C", "N", "H", "H", "H"],
  "xyz": [[-0.143, -2.363, 0.768], [0.494, -1.534, 0.291], [1.253, -0.978, -0.431], [1.946, 0.197, -0.633], [1.546, 1.531, 0.232], [2.548, 0.202, -1.505], [-1.714, 0.837, -0.050], [-0.822, 0.387, 0.692], [-2.712, 0.440, -0.135], [-1.359, 1.633, -0.622], [-1.037, -0.351, 1.392]]
}



Taking the most stable structure as the zero point, the relative energies in kJ/mol are (1) 565.4; (2) 0.0; (3) 67.0.



(1)
{
  "formula": "C3H4N2OS",
  "method": "ωB97M-V with the def2-TZVPD basis set",
  "spin_multiplicity": 1,
  "gap_ev": 9.67,
  "mol_weight_g_mol": 116.14,
  "species": ["C", "C", "C", "N", "O", "N", "S", "H", "H", "H", "H"],
  "xyz": [[-3.051, 0.828, 0.121], [-1.900, 0.529, 0.283], [-0.485, 0.221, 0.401], [-0.103, -0.321, 1.509], [1.268, -0.481, 1.528], [0.325, 0.601, -0.660], [1.329, -0.548, -1.451], [-4.072, 1.070, 0.002], [1.390, -0.890, 2.417], [-0.147, 1.219, -1.317], [2.491, -0.200, -0.875]]
}



(2)
{
  "formula": "C3H4N2OS",
  "method": "ωB97M-V with the def2-TZVPD basis set",
  "spin_multiplicity": 1,
  "gap_ev": 9.41,
  "mol_weight_g_mol": 116.14,
  "species": ["C", "N", "N", "C", "O", "C", "S", "H", "H", "H", "H"],
  "xyz": [[-1.122, 1.132, 0.051], [-0.135, 0.157, -0.029], [-0.596, -1.152, -0.009], [0.496, -1.832, 0.071], [1.611, -1.069, -0.130], [1.187, 0.240, -0.201], [2.316, 1.386, -0.328], [-1.727, 1.229, -0.863], [-1.777, 0.755, 0.865], [-0.815, 2.035, 0.535], [0.562, -2.881, 0.039]]
}



Taking the most stable structure as the zero point, the relative energies in kJ/mol are (1) 277.0; (2) 0.0.



(1)
{
  "formula": "C3H4N2OS",
  "method": "ωB97M-V with the def2-TZVPD basis set",
  "spin_multiplicity": 1,
  "gap_ev": 8.49,
  "mol_weight_g_mol": 116.14,
  "species": ["H", "N", "C", "N", "C", "O", "C", "S", "H", "H", "H"],
  "xyz": [[0.414, 1.390, -1.561], [0.839, 0.465, -2.005], [0.624, -0.360, -0.989], [-0.016, -0.110, 0.215], [-0.144, -1.151, 1.000], [0.381, -2.269, 0.829], [-0.678, 1.094, 0.403], [-1.719, 1.101, 1.562], [1.111, -1.310, -1.162], [-0.569, -0.902, 1.998], [-0.242, 2.051, -0.289]]
}



(2)
{
  "formula": "C3H4N2OS",
  "method": "ωB97M-V with the def2-TZVPD basis set",
  "spin_multiplicity": 1,
  "gap_ev": 7.84,
  "mol_weight_g_mol": 116.14,
  "species": ["C", "C", "C", "H", "H", "H", "H", "N", "N", "O", "S"],
  "xyz": [[0.375, 0.475, 1.264], [0.676, -1.430, -0.545], [-0.517, 0.680, -1.086], [-2.125, 0.711, 1.813], [1.837, 0.361, 1.604], [1.012, -1.377, -1.716], [-0.641, 1.740, -0.825], [-0.639, 1.030, 1.952], [0.030, -0.127, -0.191], [0.888, -2.245, 0.307], [-0.897, 0.181, -2.577]]
}



(3)
{
  "formula": "C3H4N2OS",
  "method": "ωB97M-V with the def2-TZVPD basis set",
  "spin_multiplicity": 1,
  "gap_ev": 7.76,
  "mol_weight_g_mol": 116.14,
  "species": ["C", "N", "C", "N", "C", "S", "O", "H", "H", "H", "H"],
  "xyz": [[1.238, -0.641, 1.024], [0.095, -0.423, 0.096], [-1.037, 0.276, 0.430], [-1.569, 0.780, -0.661], [-0.781, 0.604, -1.677], [-1.061, 1.277, -3.218], [0.443, 0.080, -1.211], [0.776, -0.592, 2.071], [2.015, 0.178, 0.838], [1.579, -1.770, 1.089], [-1.697, 0.232, 1.218]]
}



(4)
{
  "formula": "C3H4N2OS",
  "method": "ωB97M-V with the def2-TZVPD basis set",
  "spin_multiplicity": 1,
  "gap_ev": 8.88,
  "mol_weight_g_mol": 116.14,
  "species": ["N", "N", "S", "C", "C", "C", "O", "H", "H", "H", "H"],
  "xyz": [[0.567, 1.970, -0.141], [-0.031, 0.795, 0.119], [-1.686, 0.533, 0.001], [-1.482, -1.178, -0.077], [-0.169, -1.566, -0.062], [0.750, -0.419, -0.053], [1.956, -0.319, -0.072], [1.538, 1.940, -0.329], [0.675, 2.511, 0.813], [-2.405, -1.657, -0.324], [0.286, -2.610, 0.124]]
}



Taking the most stable structure as the zero point, the relative energies in kJ/mol are (1) 52.4; (2) 417.7; (3) 115.2; (4) 0.0.